1.
10
Properties=species:S:1:pos:R:3:forces:R:3 method="wB97M-V/def2-TZVPD" smiles="CC1=NN=NC1=S" e_above_lowest_kcal_mol=73.3 total_energy_ev=-18461.9048 gap_ev=6.82
C -0.044 0.271 0.019 -0.782 0.374 -1.490
C 1.196 -0.486 0.082 0.937 -1.992 1.312
C -1.420 -0.247 -0.114 -0.149 -0.182 3.370
N 0.263 1.525 -0.103 -2.701 -1.332 0.150
N 2.225 0.500 0.023 -0.817 0.518 -0.575
N 1.599 1.594 -0.119 4.091 0.648 0.372
S 1.424 -2.068 0.442 -0.264 1.613 -0.558
H -2.024 0.615 0.246 -0.187 -0.856 -0.498
H -1.532 -1.135 0.616 -0.051 1.324 -1.211
H -1.688 -0.570 -1.091 -0.077 -0.115 -0.872

=====

2.
58
Properties=species:S:1:pos:R:3:forces:R:3 method="wB97M-V/def2-TZVPD" total_charge=+2 e_above_lowest_kcal_mol=0.7 multiplicity=6 s_squared=8.77 total_energy_ev=-154675.4508 gap_ev="7.05 / 6.04"
Fe 0.193 -0.366 0.327 0.129 0.549 -0.135
Br 4.480 5.607 -0.944 0.022 0.062 -0.001
C 3.619 3.955 -0.748 -0.051 -0.072 0.014
C 4.294 2.776 -1.092 0.046 -0.014 -0.016
C 3.687 1.544 -0.965 -0.012 0.107 0.005
C 2.382 1.461 -0.482 -0.106 -0.307 -0.018
O 1.790 0.277 -0.360 0.027 0.046 0.021
C 1.694 2.640 -0.131 -0.179 0.127 0.099
C 0.358 2.640 0.376 0.210 0.006 -0.083
N -0.398 1.605 0.587 -0.411 -0.017 0.084
C -1.730 1.778 1.101 0.336 -0.117 -0.126
C -2.364 2.962 1.357 -0.205 0.056 0.092
C -3.683 2.978 1.874 0.205 0.033 -0.076
C -4.351 1.818 2.131 -0.004 -0.116 -0.002
C -3.725 0.574 1.869 -0.120 0.078 0.026
C -4.346 -0.672 2.102 -0.092 0.051 0.044
C -3.685 -1.836 1.821 0.144 0.004 -0.069
C -2.389 -1.756 1.292 -0.130 -0.068 0.017
N -1.776 -0.609 1.061 -0.060 0.064 0.067
C -2.419 0.564 1.349 0.080 -0.085 -0.088
C 2.333 3.888 -0.273 0.053 -0.025 -0.032
H 5.308 2.839 -1.462 -0.006 0.003 -0.004
H 4.211 0.637 -1.236 -0.005 -0.004 0.002
H -0.036 3.628 0.600 -0.012 -0.008 0.006
H -1.886 3.914 1.175 -0.002 -0.007 -0.005
H -4.152 3.932 2.065 -0.005 -0.004 0.001
H -5.357 1.832 2.528 0.008 -0.001 0.001
H -5.352 -0.694 2.505 0.007 0.004 -0.001
H -4.134 -2.803 1.993 -0.002 0.000 -0.005
H -1.841 -2.661 1.053 0.022 0.014 0.024
H 1.803 4.794 -0.007 0.012 0.004 0.005
C -0.539 -3.267 -1.822 -0.010 -0.022 -0.048
P -0.336 -1.465 -1.856 0.038 -0.103 0.196
C 0.950 -1.139 -3.080 0.006 -0.007 -0.046
C -1.873 -0.825 -2.565 -0.017 0.015 -0.014
H -0.681 -3.639 -2.838 -0.004 -0.001 0.003
H -1.413 -3.544 -1.232 0.007 0.011 0.007
H 0.343 -3.746 -1.396 0.004 0.010 -0.002
H 0.680 -1.606 -4.028 0.023 0.011 -0.009
H 1.902 -1.540 -2.736 -0.003 -0.010 0.001
H 1.061 -0.065 -3.226 -0.007 0.000 0.011
H -2.056 -1.312 -3.525 -0.025 0.021 -0.004
H -1.798 0.251 -2.724 0.010 0.000 0.005
H -2.714 -1.025 -1.901 0.006 -0.010 0.005
F 3.528 -3.935 5.220 0.039 -0.091 -0.034
C 2.994 -2.750 5.512 -0.045 0.012 -0.047
F 3.973 -1.931 5.897 0.091 0.083 0.021
F 2.147 -2.903 6.527 -0.074 -0.012 0.068
C 2.294 -2.174 4.294 0.003 0.005 -0.004
C 1.044 -1.590 4.401 -0.005 0.014 0.029
C 0.461 -1.071 3.264 0.011 0.041 -0.033
N 1.066 -1.099 2.066 0.092 -0.345 0.067
C 2.292 -1.651 1.976 -0.022 0.048 0.047
C 2.932 -2.205 3.064 0.018 0.010 -0.021
H 0.529 -1.541 5.350 -0.005 -0.003 -0.008
H -0.515 -0.606 3.309 -0.009 -0.019 -0.026
H 2.765 -1.619 1.004 -0.019 -0.023 -0.009
H 3.912 -2.648 2.951 -0.003 0.001 -0.002

=====

3.
14
Properties=species:S:1:pos:R:3:forces:R:3 method="wB97M-V/def2-TZVPD" total_charge=-1 e_above_lowest_kcal_mol=5.1 total_energy_ev=-17151.5814 gap_ev=7.25
C -0.167 1.849 -1.570 -0.478 0.099 0.541
C 0.635 1.053 -0.526 0.096 0.148 -0.502
S 0.114 -0.670 -0.311 -0.137 0.114 -0.079
H -0.040 1.517 -2.600 0.373 -0.104 0.051
H -1.244 1.761 -1.390 0.052 -0.028 0.198
H 0.085 2.912 -1.473 0.045 0.017 -0.282
H 1.670 1.070 -0.864 0.271 -0.058 0.016
H 0.637 1.607 0.418 -0.207 -0.074 0.033
H 2.126 -2.500 1.162 0.147 -0.028 -0.380
H 1.001 -1.681 1.691 0.642 0.028 -0.074
O 1.826 -2.135 1.992 -0.640 0.071 0.470
H -2.355 -2.045 1.817 0.608 -0.013 0.823
H -1.798 -1.045 0.698 0.459 -0.305 0.175
O -2.489 -1.693 0.954 -1.231 0.133 -0.991

=====

4.
13
Properties=species:S:1:pos:R:3:forces:R:3 method="wB97M-V/def2-TZVPD" total_charge=+1 e_above_lowest_kcal_mol=5.9 total_energy_ev=-28408.0042 gap_ev=8.39
C -0.160 0.999 0.671 -1.038 0.892 2.516
C 0.239 2.217 0.183 0.285 -4.583 -1.023
C -0.220 -1.412 -0.034 -0.895 0.249 0.352
N -0.076 -0.126 -0.172 1.426 1.930 -1.935
O 0.832 2.120 -1.095 -0.859 4.777 1.355
S -0.754 -2.032 1.517 0.642 -0.549 -0.415
S -0.219 -2.342 -1.502 0.319 0.275 0.145
H -0.614 0.821 1.707 0.799 0.585 -1.743
H 0.193 3.119 0.733 0.003 0.791 0.217
H 0.300 0.308 -1.072 -0.672 -1.543 0.693
H 0.877 3.140 -1.328 0.265 -3.184 -0.227
H -0.452 -3.348 1.250 -0.307 0.861 0.114
H 0.054 -3.466 -0.857 0.033 -0.501 -0.051

=====

5.
16
Properties=species:S:1:pos:R:3:forces:R:3 method="wB97M-V/def2-TZVPD" smiles=c1cc2c([nH]1)CCN2 e_above_lowest_kcal_mol=85.6 total_energy_ev=-9327.9942 gap_ev=7.69
C 1.954 -0.186 0.285 -0.238 3.697 3.014
C 1.117 1.265 -0.242 0.588 -1.343 0.947
C -0.263 0.703 0.088 0.686 -2.798 -1.354
C -2.309 -0.158 0.034 -1.727 -1.117 -0.186
C -1.423 -1.289 -0.024 -2.247 3.001 -0.479
C -0.171 -0.730 -0.170 -0.016 4.832 2.086
H 2.090 -0.325 1.493 -0.471 1.137 -2.481
H 2.889 -0.182 -0.147 2.240 -0.016 -0.849
H 1.525 2.076 0.414 -0.496 -0.398 -0.985
H 1.202 1.443 -1.421 0.328 -0.301 2.609
H -1.957 2.089 -0.305 1.106 -4.413 2.421
H -3.463 -0.205 -0.173 2.531 0.375 0.965
H -1.757 -2.284 0.030 -0.250 -1.030 -0.238
H 1.038 -2.120 0.109 1.722 0.749 0.084
N -1.610 1.046 0.240 -0.425 2.474 -3.636
N 1.140 -1.142 -0.209 -3.332 -4.849 -1.917

=====

6.
65
Properties=species:S:1:pos:R:3:forces:R:3 method="wB97M-V/def2-TZVPD" total_charge=-2 e_above_lowest_kcal_mol=30.9 multiplicity=2 s_squared=0.77 total_energy_ev=-448981.9494 gap_ev="4.65 / 5.48"
Ti 0.269 -0.177 -0.381 -0.633 -0.095 0.014
C -0.477 0.011 -3.775 0.058 -0.162 0.009
O -1.080 0.021 -2.497 -0.062 0.221 -0.030
C -2.319 -0.670 -2.463 0.032 -0.017 -0.060
C -2.981 -0.232 -1.194 -0.066 0.057 0.071
O -2.044 -0.471 -0.155 0.027 -0.086 0.073
C -2.553 -0.356 1.156 -0.025 -0.054 0.001
C -1.674 -1.216 2.010 -0.024 0.037 0.014
O -0.316 -0.770 1.889 0.020 -0.131 -0.065
C 0.514 -1.669 2.637 -0.010 -0.005 0.033
H -0.276 -1.015 -4.098 0.016 -0.009 0.012
H -1.136 0.504 -4.499 -0.016 -0.022 -0.003
H 0.451 0.569 -3.697 0.000 0.024 0.009
H -2.933 -0.384 -3.325 0.003 0.003 -0.001
H -2.164 -1.753 -2.479 0.017 0.003 -0.019
H -3.223 0.838 -1.228 0.019 0.007 0.018
H -3.874 -0.835 -1.016 -0.002 -0.008 0.027
H -2.547 0.694 1.468 0.018 0.002 0.003
H -3.565 -0.771 1.197 -0.004 0.011 -0.033
H -1.978 -1.146 3.060 0.027 -0.003 0.008
H -1.756 -2.254 1.673 0.010 -0.016 0.008
H 0.069 -1.822 3.623 -0.018 -0.004 -0.011
H 1.483 -1.202 2.765 0.012 0.018 0.038
H 0.604 -2.624 2.114 -0.009 -0.001 -0.014
Se -1.437 -4.923 -3.292 -0.005 0.001 0.077
Sb -1.530 -4.421 -0.918 -0.096 -0.036 -0.067
Se 0.330 -2.487 -0.905 0.195 -0.192 -0.174
Se -0.461 -5.865 0.709 -0.047 0.023 -0.007
Se -3.716 -3.570 -0.224 0.098 0.006 0.053
N 1.887 2.760 2.361 0.029 0.008 0.022
N 0.930 2.013 3.126 -0.029 0.071 0.068
H 2.478 3.261 3.010 -0.008 -0.010 -0.010
H 1.435 3.436 1.749 0.055 -0.023 0.063
H 0.492 1.368 2.475 0.090 -0.048 0.021
H 0.179 2.623 3.443 -0.008 0.021 -0.020
Br -1.113 6.804 1.695 -0.008 0.004 0.014
C -0.268 5.760 0.328 0.023 -0.029 -0.051
C 0.401 6.440 -0.691 -0.014 -0.006 0.027
C 1.017 5.653 -1.684 0.000 -0.041 0.002
C 0.969 4.284 -1.654 -0.010 0.019 0.010
C 0.283 3.601 -0.603 0.014 -0.046 -0.044
C -0.352 4.395 0.405 -0.038 0.009 -0.031
C 0.252 2.200 -0.538 0.163 0.294 -0.051
O -0.336 1.534 0.430 -0.160 0.195 0.054
O 0.839 1.416 -1.415 0.111 -0.045 -0.171
H 0.441 7.518 -0.709 -0.001 -0.002 0.001
H 1.546 6.148 -2.491 0.000 0.004 0.002
H 1.454 3.692 -2.419 0.000 0.006 0.001
H -0.889 3.907 1.207 -0.016 0.003 0.002
C 3.039 -0.971 -2.833 0.038 -0.021 -0.040
Ge 3.498 -1.069 -0.928 0.045 0.152 -0.014
C 3.842 -2.910 -0.353 0.024 -0.040 0.012
C 5.218 -0.098 -0.778 -0.008 0.011 0.055
C 2.226 -0.182 0.269 0.150 -0.037 0.070
H 2.560 -1.891 -3.166 -0.028 0.008 0.004
H 3.943 -0.795 -3.421 -0.001 -0.035 0.000
H 2.355 -0.142 -3.005 0.005 0.046 -0.009
H 3.838 -3.591 -1.205 0.011 0.007 -0.009
H 3.066 -3.253 0.330 -0.006 0.009 0.000
H 4.815 -2.967 0.142 -0.008 -0.015 0.004
H 5.980 -0.560 -1.412 -0.012 -0.001 0.005
H 5.571 -0.110 0.255 0.008 0.011 -0.012
H 5.094 0.943 -1.084 -0.002 -0.007 -0.004
H 2.525 0.860 0.408 -0.001 0.014 0.027
H 2.333 -0.694 1.222 0.058 -0.055 0.016